(1)
{"formula": "C23H49NO7", "method": "ωB97M-V/def2-TZVPD", "species": ["O", "O", "O", "O", "O", "O", "O", "N", "C", "C", "C", "C", "C", "C", "C", "C", "C", "C", "C", "C", "C", "C", "C", "C", "C", "C", "C", "C", "C", "C", "C", "H", "H", "H", "H", "H", "H", "H", "H", "H", "H", "H", "H", "H", "H", "H", "H", "H", "H", "H", "H", "H", "H", "H", "H", "H", "H", "H", "H", "H", "H", "H", "H", "H", "H", "H", "H", "H", "H", "H", "H", "H", "H", "H", "H", "H", "H", "H", "H", "H"], "positions_angstrom": [[-3.133, -1.416, -0.187], [-2.193, -4.769, 3.375], [1.743, 1.884, -4.307], [-2.657, 0.707, -0.292], [-0.297, -3.427, -1.212], [1.401, 4.831, 1.014], [-0.823, -1.423, -2.046], [1.362, -0.314, -0.805], [-2.348, -6.166, 3.206], [-0.182, -2.071, -1.358], [1.676, 5.654, -0.103], [-3.664, -6.562, 2.560], [-2.481, -0.334, 0.226], [1.925, -2.820, -0.975], [2.705, 0.124, -0.391], [2.710, 1.216, 0.717], [-3.160, -4.635, 5.633], [-0.867, 4.168, 0.327], [0.381, 1.701, -3.953], [-3.147, -4.127, 4.201], [-1.481, -0.453, 1.338], [1.511, 4.172, -5.174], [1.992, 2.748, -5.399], [3.307, 0.684, 2.051], [0.041, 4.741, 1.402], [-0.767, -1.821, 1.433], [1.290, 7.110, 0.097], [0.921, -3.991, -0.780], [-0.464, 1.093, -5.058], [1.018, -1.689, -0.456], [0.713, -1.719, 1.051], [-3.832, -4.030, 6.242], [1.826, 4.812, -6.000], [2.879, -2.897, -0.477], [0.423, 4.227, -5.107], [-1.466, 0.876, -4.688], [3.418, -0.399, 2.045], [0.024, 4.083, 2.272], [1.285, -4.795, -1.405], [-0.052, 2.645, -3.605], [-3.577, -1.128, -1.000], [3.363, -0.684, -0.072], [-4.145, -4.196, 3.755], [-2.025, -0.253, 2.257], [-2.212, -6.684, 4.162], [1.263, -2.522, 1.539], [3.179, 0.566, -1.265], [-1.873, 4.019, 0.720], [0.209, 7.233, 0.185], [1.624, 7.710, -0.751], [-0.942, 4.833, -0.536], [-2.876, -3.070, 4.200], [1.303, -0.162, -1.803], [-3.807, -6.025, 1.621], [-0.484, 3.210, -0.029], [-0.562, 1.768, -5.911], [3.074, 2.753, -5.533], [-0.013, 0.168, -5.420], [0.943, -4.233, 0.274], [-4.516, -6.334, 3.203], [-2.158, -4.592, 6.063], [0.381, 1.027, -3.100], [-3.679, -7.634, 2.359], [-0.784, -2.079, 2.490], [1.919, 4.571, -4.244], [1.203, 5.247, -1.004], [-0.764, 0.347, 1.219], [1.976, -2.631, -2.047], [4.279, 1.108, 2.268], [1.077, -0.810, 1.511], [1.742, 7.505, 1.008], [2.754, 5.588, -0.261], [2.610, 0.900, 2.855], [3.372, 2.005, 0.384], [-0.325, 5.717, 1.740], [-1.311, -2.613, 0.931], [1.703, 1.574, 0.885], [-1.525, -6.480, 2.562], [-3.499, -5.671, 5.692], [1.564, 2.335, -6.319]], "atomic_forces_ev_per_a": [[-0.11, -0.98, 0.20], [0.21, 0.14, -0.10], [0.17, -0.12, 0.12], [-0.72, 2.77, -1.40], [-1.02, -0.77, -0.87], [0.16, -0.09, 0.13], [-2.91, 2.55, -2.89], [0.72, -0.17, -0.04], [-0.07, -0.13, -0.03], [3.21, -2.78, 4.13], [0.00, 0.07, -0.10], [-0.12, 0.11, 0.08], [1.04, -0.57, 0.73], [-1.31, 0.25, 0.49], [-0.16, 0.98, 0.07], [0.86, -1.33, 0.34], [0.02, -0.18, -0.04], [0.11, 0.07, -0.14], [-0.14, -0.01, -0.05], [-0.08, 0.02, 0.10], [-0.28, -1.33, -0.06], [-0.16, -0.02, 0.07], [0.01, 0.09, -0.07], [-0.72, 0.03, -0.25], [-0.15, -0.03, -0.04], [0.19, 0.58, 0.96], [-0.15, -0.01, 0.08], [2.21, 1.26, -0.09], [0.07, 0.12, -0.17], [-0.13, 1.54, -0.89], [-0.36, -0.74, -0.03], [0.01, 0.02, -0.01], [0.02, -0.01, 0.01], [0.26, -0.24, 0.00], [0.01, 0.02, -0.06], [0.03, -0.03, 0.04], [0.06, -0.14, -0.09], [0.14, 0.01, 0.00], [-0.72, -0.55, -0.08], [-0.04, 0.01, -0.03], [-0.12, -0.11, 0.06], [-0.13, -0.29, -0.04], [-0.03, -0.03, 0.04], [-0.14, -0.01, 0.18], [-0.06, -0.01, 0.01], [0.04, -0.23, -0.03], [0.05, -0.06, -0.18], [0.01, -0.04, 0.00], [0.00, 0.02, -0.06], [0.02, -0.02, 0.00], [-0.06, 0.02, 0.03], [0.08, -0.03, -0.10], [-0.25, -0.23, -0.04], [0.05, -0.03, -0.02], [-0.06, -0.04, 0.05], [-0.06, 0.01, 0.02], [0.00, -0.09, 0.08], [-0.03, -0.03, 0.06], [-0.53, -0.50, 0.20], [0.00, -0.06, 0.01], [-0.01, 0.06, 0.00], [0.04, 0.04, 0.05], [0.02, 0.01, -0.01], [0.02, -0.29, 0.11], [0.05, 0.00, -0.03], [-0.04, 0.04, 0.00], [0.03, 0.24, -0.20], [0.75, -0.16, -0.13], [0.10, 0.14, 0.14], [0.27, 0.24, -0.12], [0.05, -0.01, -0.03], [0.00, -0.09, 0.09], [0.19, 0.17, 0.37], [-0.27, 0.52, -0.11], [-0.02, 0.02, -0.03], [-0.01, -0.04, -0.20], [-0.10, 0.29, -0.22], [0.05, 0.12, 0.02], [-0.06, 0.03, 0.02], [-0.05, 0.04, 0.00]], "lowdin_charge": [0.12, -0.17, -0.16, 0.12, 0.03, -0.17, 0.22, 0.03, -0.28, -0.47, -0.28, -0.08, -0.59, -0.07, -0.20, -0.21, -0.08, -0.07, -0.27, -0.28, -0.06, -0.08, -0.28, -0.11, -0.28, -0.14, -0.08, -0.14, -0.07, -0.38, -0.09, 0.08, 0.08, 0.12, 0.07, 0.08, 0.05, 0.12, 0.12, 0.11, 0.14, 0.10, 0.11, 0.13, 0.11, 0.12, 0.11, 0.08, 0.07, 0.08, 0.07, 0.11, 0.09, 0.08, 0.07, 0.07, 0.12, 0.08, 0.12, 0.07, 0.08, 0.09, 0.08, 0.11, 0.08, 0.10, 0.11, 0.13, 0.06, 0.10, 0.08, 0.12, 0.06, 0.09, 0.11, 0.11, 0.09, 0.12, 0.07, 0.11], "gap_ev": 9.51, "homo_ev": -8.794, "smiles": "CCCN[C@]1(CCCC(=O)O)CCOC1=O.CCOCC.CCOCC.CCOCC", "lumo_ev": 0.72, "e_above_lowest_kj_mol": 0.00, "e_tot_ev": -40466.684}

(2)
{"formula": "C23H49O11P", "method": "ωB97M-V/def2-TZVPD", "species": ["P", "O", "O", "O", "O", "O", "O", "O", "O", "O", "O", "O", "C", "C", "C", "C", "C", "C", "C", "C", "C", "C", "C", "C", "C", "C", "C", "C", "C", "C", "C", "C", "C", "C", "C", "H", "H", "H", "H", "H", "H", "H", "H", "H", "H", "H", "H", "H", "H", "H", "H", "H", "H", "H", "H", "H", "H", "H", "H", "H", "H", "H", "H", "H", "H", "H", "H", "H", "H", "H", "H", "H", "H", "H", "H", "H", "H", "H", "H", "H", "H", "H", "H", "H"], "positions_angstrom": [[-0.126, 4.267, 3.645], [-5.523, 8.275, 4.271], [-3.251, 3.621, 2.734], [-6.573, 6.620, 3.182], [-0.871, 4.223, 5.218], [3.587, -2.662, 0.795], [1.381, -6.439, -7.036], [3.777, -6.878, -1.473], [1.884, -1.641, -0.245], [1.554, 1.057, 4.302], [-0.481, -5.397, -7.723], [1.915, -5.836, -2.160], [-2.312, 3.939, 5.153], [-3.800, 9.937, 3.833], [0.842, -5.663, -7.822], [-4.337, 8.898, 4.797], [2.274, -2.540, 0.498], [1.199, 1.072, 2.869], [-2.769, 2.910, 3.963], [-5.524, 7.207, 3.441], [1.318, -3.578, 1.009], [-4.120, 2.100, 4.526], [1.613, -5.071, -8.964], [1.816, 2.345, 2.027], [4.350, -4.929, 1.246], [4.116, -3.540, 1.805], [1.235, -4.798, -2.889], [4.009, -5.510, -3.401], [-1.596, -4.852, -9.817], [-4.242, 6.816, 2.766], [3.237, -6.101, -2.259], [2.662, 3.419, 2.931], [-1.161, -4.359, -8.452], [1.777, 4.258, 4.027], [0.800, -5.291, -4.254], [-2.049, -4.101, -7.865], [3.490, 2.823, 3.532], [1.612, -5.772, -9.803], [-3.818, 0.988, 4.728], [2.596, 1.875, 1.255], [1.211, -4.369, 0.263], [0.346, -4.539, -2.302], [3.635, -4.541, -3.729], [-2.994, 4.912, 5.091], [1.240, -4.102, -9.292], [1.609, -4.009, 1.966], [0.022, 0.991, 2.752], [-4.992, 2.123, 3.727], [1.626, 0.067, 2.387], [-0.553, -3.451, -8.505], [5.041, -5.343, -3.074], [-2.223, -5.745, -9.720], [-4.635, 9.393, 5.727], [1.656, -5.573, -4.872], [-2.608, 3.411, 1.971], [4.007, -6.210, -4.240], [0.686, 0.882, 4.802], [-2.933, 10.449, 4.261], [-4.175, 7.319, 1.799], [1.842, -3.890, -2.942], [-4.570, 10.681, 3.603], [0.345, -3.102, 1.173], [3.416, -5.391, 0.912], [3.192, 4.195, 2.228], [-2.591, 3.414, 6.188], [-1.989, 2.060, 3.718], [2.646, -4.904, -8.637], [3.482, -3.545, 2.697], [-3.352, 7.030, 3.356], [-0.487, 5.492, 2.917], [5.010, -4.885, 0.373], [5.077, -3.113, 2.114], [4.806, -5.577, 2.000], [2.174, 5.380, 4.067], [-4.250, 5.732, 2.609], [1.880, 3.861, 5.142], [-0.739, -5.134, -10.435], [-4.501, 2.610, 5.510], [-3.587, 8.151, 5.073], [-2.162, -4.079, -10.344], [0.233, -4.518, -4.781], [0.172, -6.184, -4.157], [1.001, 2.876, 1.334], [-3.501, 9.488, 2.882]], "atomic_forces_ev_per_a": [[0.25, -1.56, 0.17], [-0.42, -0.20, 0.34], [2.58, -1.34, -0.06], [1.81, 1.40, 0.81], [-0.66, 0.71, -1.75], [-0.22, 0.67, -0.14], [-1.37, 1.41, -1.37], [-1.35, 1.42, -1.17], [1.07, -1.41, 1.28], [-2.37, -0.07, -0.46], [0.20, -0.10, 0.60], [0.26, -0.13, 0.70], [-0.97, -0.91, 0.40], [0.01, 0.06, -0.26], [0.75, -1.30, 0.88], [0.06, 0.10, -0.15], [-0.41, 0.96, -1.12], [-0.53, -0.98, -1.05], [-1.85, -1.00, 0.52], [-1.50, -0.84, -0.73], [-0.49, 0.12, 0.63], [0.18, 0.23, -0.19], [0.48, 0.65, 0.07], [0.85, -0.29, -0.78], [-0.16, -0.07, -0.18], [0.12, -0.35, 0.04], [-0.18, 0.10, -0.35], [0.48, 0.64, 0.06], [0.07, -0.19, -0.17], [0.35, -0.63, 0.20], [0.70, -1.26, 0.82], [-0.14, -0.33, 0.33], [-0.08, -0.01, -0.23], [0.47, 1.63, 1.06], [0.23, -0.17, -0.02], [0.29, -0.23, 0.10], [-1.72, 1.29, -1.33], [-0.02, 0.07, 0.08], [-0.71, 2.11, -0.20], [-1.63, 1.06, 1.68], [0.07, 0.02, 0.07], [0.29, -0.20, 0.14], [-0.14, -0.15, -0.14], [1.60, -1.87, -0.11], [-0.13, -0.15, -0.15], [0.12, -0.16, -0.17], [2.41, 0.45, 0.18], [2.00, 0.02, 1.64], [-0.82, 2.21, 0.98], [0.05, -0.17, -0.03], [-0.23, -0.30, -0.07], [0.04, 0.21, 0.06], [-0.20, -0.23, -0.21], [-0.19, 0.12, 0.10], [-1.31, 0.50, 1.93], [-0.05, 0.07, 0.07], [2.11, 0.49, -1.15], [-0.09, -0.05, -0.02], [-0.01, 0.01, 0.10], [0.05, -0.15, 0.02], [0.11, -0.11, 0.15], [0.22, -0.09, -0.29], [0.12, -0.02, 0.09], [-1.06, -1.64, 1.28], [0.83, 1.15, -2.26], [-1.29, 2.17, 0.45], [-0.23, -0.30, -0.09], [-0.06, 0.01, -0.17], [0.02, 0.21, -0.11], [0.57, 0.03, 1.31], [-0.06, 0.00, 0.20], [-0.27, 0.19, -0.22], [-0.04, 0.08, -0.08], [-0.74, -2.41, -0.07], [-0.12, 0.32, -0.11], [-0.28, 0.56, -2.53], [-0.06, 0.13, 0.04], [0.61, -1.12, -1.85], [-0.08, 0.01, -0.15], [0.05, -0.07, 0.08], [0.04, -0.07, 0.07], [0.06, 0.20, -0.01], [1.64, -1.16, 1.82], [0.06, 0.00, 0.14]], "lowdin_charge": [0.92, -0.01, -0.16, 0.08, -0.45, -0.01, 0.07, 0.07, 0.06, -0.15, -0.01, -0.01, -0.23, -0.07, -0.50, -0.23, -0.51, -0.25, -0.37, -0.50, 0.01, -0.08, 0.01, -0.23, -0.07, -0.23, -0.23, 0.01, -0.07, 0.00, -0.50, -0.26, -0.23, -0.38, -0.07, 0.12, 0.12, 0.10, 0.08, 0.12, 0.09, 0.12, 0.07, 0.14, 0.07, 0.07, 0.11, 0.10, 0.12, 0.11, 0.09, 0.09, 0.12, 0.05, 0.11, 0.10, 0.11, 0.08, 0.10, 0.12, 0.09, 0.10, 0.07, 0.11, 0.14, 0.12, 0.10, 0.11, 0.06, -0.05, 0.08, 0.12, 0.09, 0.08, 0.07, 0.10, 0.07, 0.08, 0.11, 0.08, 0.08, 0.10, 0.10, 0.07], "gap_ev": 8.67, "homo_ev": -8.200, "smiles": "C[C@@H](O)COPCCCCO.CCOC(C)=O.CCOC(C)=O.CCOC(C)=O.CCOC(C)=O", "lumo_ev": 0.47, "e_tot_ev": -56452.091}